(1)
Formula: C16H20N7O4SW
Source: OMol25
Level of theory: ωB97M-V/def2-TZVPD

Summary:
- multiplicity = 3
- DFT total energy (eV) = -48189.1387
- total charge = +1
- orbital gap (spin up / spin down) (eV) = 6.620 / 6.799
- <S²> = 2.03

```
49
C16H20N7O4SW, DFT ωB97M-V/def2-TZVPD
H -4.583 -1.085 0.489
H -0.463 4.266 2.598
H -1.117 -4.631 0.158
N -0.503 0.287 0.315
H 3.333 -4.434 0.949
H 1.693 1.591 -1.821
O 0.659 -0.714 -2.999
C 0.152 1.431 0.896
H 3.187 0.664 -2.010
C -2.489 -0.818 -0.177
S 1.266 -2.123 -3.018
O 1.868 -2.612 -4.187
N -0.287 -2.721 0.662
H 3.276 2.406 1.758
O 0.097 -2.891 -2.384
C 1.550 1.448 0.941
H 3.195 2.209 -1.142
C 2.194 2.406 1.709
N 1.643 -3.490 0.965
C 2.372 0.619 0.004
N -1.795 -1.276 -1.293
H -1.486 5.014 0.608
C -3.803 -1.304 -0.223
H -2.544 2.159 0.442
C 0.098 3.443 2.171
C -0.591 2.519 1.382
W 0.267 -1.236 -0.952
C -3.897 -2.063 -1.381
C -1.962 4.177 0.098
O 2.109 -2.007 -1.727
H 1.954 4.104 3.005
H 1.930 -0.400 -0.093
N 0.968 -2.385 0.968
H 3.314 0.282 0.446
H -2.973 4.481 -0.173
C -1.997 2.929 0.979
C 1.461 3.372 2.380
H -2.176 0.441 1.555
H -2.310 -2.557 -2.889
C 2.623 1.301 -1.330
N 0.942 -4.557 0.666
H -2.576 3.132 1.884
C -1.752 0.008 0.657
H 3.205 -3.234 2.108
N 3.012 -3.492 1.145
C -0.259 -4.049 0.449
H -1.405 3.995 -0.822
C -2.634 -2.049 -1.995
H -4.770 -2.559 -1.769
```



(2)
Formula: C4H8Si
Source: OMol25
Level of theory: ωB97M-V/def2-TZVPD

Summary:
- multiplicity = 1
- DFT total energy (eV) = -12149.3094
- total charge = 0
- orbital gap (spin up / spin down) (eV) = 8.300 / 7.764

```
13
C4H8Si, DFT ωB97M-V/def2-TZVPD
C -0.387 -2.844 0.338
C 0.062 2.068 0.711
H 0.041 3.151 0.705
H 1.743 0.622 0.410
C 1.217 1.419 -0.096
H -1.686 -2.552 -1.371
H -0.079 1.684 1.711
H 0.297 -2.338 1.011
H -0.506 -3.911 0.540
C -0.991 -2.220 -0.626
Si -0.492 1.104 -0.802
H -1.126 1.716 -1.952
H 1.907 2.099 -0.579
```



(3)
Formula: C11H22BrO19S5
Source: OMol25
Level of theory: ωB97M-V/def2-TZVPD

Summary:
- multiplicity = 1
- DFT total energy (eV) = -174883.3173
- total charge = -1
- orbital gap (eV) = 6.821

```
58
C11H22BrO19S5, DFT ωB97M-V/def2-TZVPD
H 1.401 -6.516 6.841
H 3.596 -1.092 0.738
H -3.775 4.631 -2.735
S -2.380 4.095 0.312
C -3.336 -1.109 -4.255
S 3.675 2.358 -0.975
O 1.487 -3.366 7.516
H 2.674 -7.032 5.706
O 3.485 -3.026 -0.001
O -2.603 -0.002 -3.728
O 1.198 -2.607 -0.832
C -3.843 4.312 -1.699
C 0.425 1.776 -1.309
H 2.128 3.830 -0.020
C -4.178 5.445 -0.749
C 1.014 3.128 -1.701
H 2.723 4.411 -1.545
O 1.855 -4.831 0.018
H 3.290 -3.458 2.694
H 1.092 3.224 -2.775
H 2.727 -1.788 2.936
H 0.841 1.399 -0.390
O 3.319 1.548 0.185
O -1.228 4.893 0.513
H -4.551 3.486 -1.617
O -2.561 3.861 -1.256
O -2.569 2.871 0.995
H 0.306 3.870 -1.353
Br 0.505 0.429 -2.703
C 2.903 -2.564 2.197
O 1.665 -2.912 1.550
C 3.807 -2.108 1.072
O 4.847 3.196 -0.767
O -3.697 4.989 0.523
H -4.945 -1.108 -5.725
H 1.827 -5.549 3.954
O -2.590 2.308 -4.565
O 0.937 -4.284 5.317
O 2.916 -2.845 5.567
O -4.145 1.670 -2.762
H -3.649 6.364 -1.014
H 0.319 -6.151 4.681
S 1.952 -3.410 0.057
O 3.619 1.664 -2.239
O -4.467 0.774 -5.014
O 2.867 -5.116 6.461
C 1.242 -5.613 4.873
C -4.066 -0.532 -5.448
H 4.862 -2.189 1.317
H -5.244 5.642 -0.684
H -0.639 1.880 -1.164
C 2.044 -6.203 6.016
C 2.339 3.537 -1.040
H -3.407 -0.427 -6.312
S -3.417 1.347 -3.938
H -2.645 -1.903 -4.520
S 2.081 -3.733 6.284
H -4.031 -1.466 -3.491
```



(4)
Formula: C25H26N4O4S3Y
Source: OMol25
Level of theory: ωB97M-V/def2-TZVPD

Summary:
- multiplicity = 1
- DFT total energy (eV) = -74045.6349
- total charge = +1
- orbital gap (eV) = 8.002

```
63
C25H26N4O4S3Y, DFT ωB97M-V/def2-TZVPD
C -2.788 4.043 2.026
C -0.822 -1.585 1.470
S 1.453 0.599 -0.825
C 2.236 2.664 -2.465
C 4.736 2.882 -1.261
C 2.449 -1.528 0.478
C 0.448 -4.938 2.573
C -2.112 1.544 1.641
S -2.802 2.838 0.675
C 4.377 3.747 -2.290
C -4.430 1.487 -2.782
Y -1.783 -0.397 -1.149
H -4.872 -0.254 -4.043
H -2.629 2.464 -2.535
O -0.279 -1.266 4.337
N -1.138 -0.433 2.003
C 3.167 -2.711 0.606
H -4.828 2.148 -3.554
H -4.212 3.036 3.303
H -1.803 4.501 2.103
H 0.735 0.201 -2.853
C -0.045 -3.908 1.804
C 3.855 1.906 -0.833
C 0.438 -3.486 4.498
C 2.611 1.805 -1.448
C 0.691 -4.716 3.929
C 3.892 -2.509 -1.689
O -3.100 -1.434 -2.667
C -0.314 -2.648 2.355
H 5.073 4.505 -2.623
N -2.944 1.522 -2.744
H 4.141 1.227 -0.040
H 0.637 -5.908 2.133
H 2.852 4.309 -3.689
H 3.204 -0.782 -2.759
N 0.304 0.402 -1.951
H 5.708 2.967 -0.794
H -0.240 -4.055 0.751
H 4.462 -2.899 -2.521
C 3.880 -3.197 -0.476
C -4.948 0.056 -3.003
C 3.184 -1.332 -1.825
N -1.607 0.509 1.069
H 0.619 -3.297 5.547
O -0.925 -1.846 0.205
H -4.779 1.842 -1.814
H 4.439 -4.119 -0.383
H -3.525 4.810 1.794
C 2.461 -0.857 -0.734
H -0.628 -0.637 3.674
H -5.987 0.001 -2.681
O -4.064 -0.589 -0.889
C -4.062 -0.791 -2.136
C -3.152 3.288 3.293
H 3.152 -3.247 1.545
H 1.259 2.580 -2.923
C -0.071 -2.442 3.722
C 3.134 3.637 -2.889
H 1.078 -5.516 4.547
H -2.919 3.874 4.181
S -2.170 1.768 3.361
H -2.578 1.301 -3.668
H 1.884 -1.137 1.315
```



(5)
Formula: C4H14O3
Source: OMol25
Level of theory: ωB97M-V/def2-TZVPD

Summary:
- multiplicity = 1
- SMILES = C=C(C)C.O.O.O
- DFT total energy (eV) = -10517.1551
- total charge = 0
- orbital gap (eV) = 10.163

```
21
C4H14O3, DFT ωB97M-V/def2-TZVPD
H 2.602 0.444 2.579
H -0.652 -2.006 -1.023
H -0.122 -1.154 0.452
O 2.379 -2.604 1.327
C -2.009 0.954 0.205
H 2.871 -2.514 0.506
H -1.229 1.414 0.814
H -0.855 -0.401 -2.762
H -2.651 1.694 -0.262
H 1.017 1.407 -1.474
H 2.026 -1.742 1.570
C -0.944 -1.316 -0.237
O 1.860 0.483 1.953
C -1.241 0.325 -2.058
H 0.684 2.020 -0.133
H -2.642 0.407 0.916
H -1.726 -1.841 0.317
H -1.373 1.332 -2.418
H 2.043 1.156 1.291
C -1.436 -0.013 -0.785
O 1.398 1.954 -0.777
```



(6)
Formula: C5H10O2
Source: OMol25
Level of theory: ωB97M-V/def2-TZVPD

Summary:
- multiplicity = 1
- SMILES = COC[C@H]1C[C@H]1O
- DFT total energy (eV) = -9440.4004
- total charge = 0
- orbital gap (eV) = 10.456

```
17
C5H10O2, DFT ωB97M-V/def2-TZVPD
C 0.796 0.501 -0.725
C 1.881 -1.128 0.553
C -1.723 0.838 -0.218
O 1.463 0.213 0.488
H -0.886 -0.608 -1.678
C -1.341 -0.414 0.493
H 2.321 -1.291 1.541
H -2.025 -1.258 0.483
H 1.042 -1.825 0.417
H -0.759 -0.317 1.408
H 2.638 -1.339 -0.218
H -0.851 1.989 1.069
H 1.379 0.109 -1.572
O -1.411 2.100 0.291
H 0.782 1.594 -0.799
C -0.632 -0.031 -0.792
H -2.675 0.868 -0.742
```



(7)
Formula: C7H12N2
Source: OMol25
Level of theory: ωB97M-V/def2-TZVPD

Summary:
- multiplicity = 1
- DFT total energy (eV) = -10431.8288
- total charge = 0
- orbital gap (eV) = 9.265

```
21
C7H12N2, DFT ωB97M-V/def2-TZVPD
H -1.070 -1.882 -0.686
C -0.485 1.017 -1.111
H 0.768 -0.567 -2.193
C -0.153 -0.175 0.932
N -1.129 1.532 -2.259
H -1.055 -0.748 2.766
C -0.278 -0.071 2.405
H 0.138 1.766 -0.659
N -1.150 -0.942 -1.091
H -2.270 0.339 0.274
H -1.573 2.416 -2.061
C 2.289 -0.771 0.388
H 2.975 0.014 0.042
H -0.579 0.929 2.699
C -1.267 0.122 -0.055
H 0.608 -0.351 2.961
C 0.207 -0.335 -1.268
H 2.595 -1.711 -0.114
H -1.840 0.848 -2.574
C 0.844 -0.507 0.131
H 2.422 -0.925 1.472
```



(8)
Formula: C29H51F3N3O12
Source: OMol25
Level of theory: ωB97M-V/def2-TZVPD

Summary:
- multiplicity = 1
- DFT total energy (eV) = -68083.1505
- total charge = +1
- orbital gap (eV) = 8.314

```
98
C29H51F3N3O12, DFT ωB97M-V/def2-TZVPD
H 0.908 2.619 1.244
F 4.277 -1.334 3.069
O 4.605 0.857 2.708
H -1.017 -1.434 -3.949
O 9.012 3.049 -0.650
O -4.991 -0.617 0.399
H -0.610 2.098 -1.717
C -3.431 2.384 2.077
H 0.956 1.885 -2.473
C -9.373 -6.963 2.439
H 7.330 2.299 -4.017
O 0.880 4.352 -2.479
C 2.580 0.142 -2.676
N 0.468 -2.280 0.664
H 4.871 -0.284 0.957
O -7.873 -4.830 1.949
H 2.332 0.854 1.962
H 7.860 3.902 -4.570
H -4.220 -0.180 2.284
O -9.679 -3.772 1.102
N 2.329 -0.931 0.863
H -3.221 -4.770 0.781
C -0.886 -0.521 -0.875
N 0.497 -0.231 -0.473
H 2.465 0.912 -4.485
H -1.509 2.358 3.032
H -1.382 0.355 -1.271
C 4.316 0.570 1.341
H -0.435 -2.297 1.101
H -1.906 0.842 2.270
H -1.494 -0.889 -0.052
C 8.789 2.428 0.618
H 4.667 1.435 0.783
C -1.976 1.926 2.144
C 0.462 2.110 -1.534
C -1.187 2.331 0.886
H -8.593 -7.386 1.808
C -0.956 -1.564 -1.997
C 7.448 3.343 -3.736
C 0.256 1.795 0.946
C 3.068 -1.240 -3.148
H 2.678 4.849 -1.479
O 2.940 1.119 -3.673
C -9.044 -4.800 1.660
C 0.901 1.228 -0.364
H -10.196 -7.665 2.521
H -4.145 1.904 0.049
H 7.881 2.814 1.080
H 8.724 1.347 0.509
H -8.977 -6.745 3.428
H 2.293 -1.419 1.752
C -4.075 0.097 1.235
H -1.173 3.420 0.902
H 2.753 2.236 -0.046
H -1.819 -2.219 -1.870
H 0.315 1.069 1.759
H -4.906 -4.392 1.510
H 2.631 3.331 -2.614
C 3.254 0.601 -1.378
F 5.247 -0.102 4.560
H 6.486 3.765 -3.452
H -0.018 -2.125 -2.006
H 0.921 -3.132 0.386
C 8.055 2.848 -1.548
C -3.758 -2.697 0.936
C 2.422 1.211 -0.200
H 9.646 2.682 1.233
C 4.329 -0.103 3.612
H -3.889 2.284 3.063
H -8.057 -2.890 0.143
H 3.853 -0.241 -1.036
H -3.062 -0.146 0.918
C 0.864 3.572 -1.332
C 1.080 -1.090 0.345
H 3.995 1.346 -1.671
O -1.019 -0.817 -3.210
H -2.957 -2.248 1.523
H -1.755 1.979 0.029
F 3.135 0.119 4.196
O 8.391 3.474 -2.668
O -4.777 -2.245 -1.093
H -3.502 3.442 1.823
H -9.503 -1.889 0.391
H -8.433 -2.244 1.765
H 2.255 -1.738 -3.682
H 3.872 -1.114 -3.869
H 0.558 4.058 -0.410
H 1.494 0.109 -2.665
C -4.288 1.586 1.083
O 7.048 2.203 -1.376
C -3.980 -4.043 1.058
H 3.370 -1.888 -2.326
H -5.340 1.778 1.302
C -4.558 -1.844 0.012
C 2.809 0.467 1.063
C 2.169 3.987 -1.888
C -8.854 -2.635 0.840
O -9.918 -5.783 1.842
```



(9)
Formula: C24H47AlCl21IO2PS
Source: OMol25
Level of theory: ωB97M-V/def2-TZVPD

Summary:
- multiplicity = 1
- DFT total energy (eV) = -327545.8141
- total charge = -1
- orbital gap (eV) = 6.632

```
98
C24H47AlCl21IO2PS, DFT ωB97M-V/def2-TZVPD
Cl 0.500 -6.829 -5.376
H 3.053 -6.008 2.685
H 1.264 -2.161 3.936
H -2.718 -6.826 -2.658
H 3.135 -9.421 -5.347
C 0.870 0.308 -3.767
Cl 5.391 -0.491 8.311
S 3.596 5.317 -3.794
H -2.756 3.635 -4.035
C -1.051 3.458 -2.637
H -1.242 -2.152 3.505
Cl 0.269 -7.274 -0.525
H -7.453 4.382 1.862
H 5.513 5.305 6.447
H 0.203 0.995 -1.733
C -3.633 7.376 -2.943
H 0.614 -9.179 -5.544
C -2.100 -7.311 -1.901
H 3.276 -7.660 -5.287
H -2.120 1.922 -3.968
C 2.663 -8.485 -5.651
C -2.335 2.826 -3.334
C 5.754 4.964 5.441
H 6.307 2.949 5.927
C -6.581 4.028 1.309
H -2.380 9.108 -2.778
C 0.560 -1.676 4.611
H 2.396 2.686 -1.290
H 0.955 -1.757 5.627
C -0.803 -2.324 4.488
Cl 1.210 -4.783 3.458
Cl 3.964 2.930 5.844
H 4.927 -0.042 6.038
H -5.979 3.415 1.978
H -4.010 -2.007 0.496
Cl -1.286 7.449 -1.538
H -4.149 7.465 -1.986
H 0.017 -0.783 -2.080
C 3.333 -4.029 1.907
H -3.791 3.571 -1.787
Cl 4.738 5.869 4.292
H -0.717 -3.400 4.638
C -0.727 -6.678 -1.880
I 0.316 4.795 -5.938
H -1.175 0.355 -2.820
Cl -1.947 -1.722 5.717
C 1.255 -8.418 -5.100
Al 0.660 3.382 -3.734
H 3.755 -3.569 2.801
H 1.274 -8.576 -4.020
C -2.804 -3.237 -0.781
C 1.242 1.522 -4.327
H -5.556 5.890 1.598
O 1.766 5.701 -1.534
H -6.362 5.763 0.030
H 5.713 3.139 4.274
C 2.450 -5.208 2.252
Cl -3.537 5.647 -3.359
Cl -7.190 2.985 -0.001
H 6.789 5.233 5.227
C 3.015 -0.498 6.945
O 3.145 3.246 -1.581
H 1.308 5.302 -0.771
Cl 2.690 -8.448 -7.432
C 4.389 0.132 6.971
Cl 2.450 -2.773 1.004
C -0.093 0.257 -2.526
C -3.496 2.579 -2.254
H -0.820 -5.599 -1.754
H 4.157 -4.357 1.271
H -3.686 -3.670 -1.256
H -4.383 2.087 -2.747
Cl -2.036 -9.044 -2.317
C -3.155 -1.895 -0.172
H -0.836 3.052 -1.605
H -1.711 7.849 -3.824
Cl -4.251 4.712 0.050
Cl -1.820 -1.234 0.805
P 2.377 4.454 -2.545
H -2.602 -7.213 -0.938
H 2.394 0.002 6.199
H -3.412 -1.160 -0.934
H 4.297 1.214 7.117
H 1.944 -5.603 1.370
H -1.285 4.565 -2.490
H -0.186 -6.868 -2.806
C -5.796 5.209 0.780
Cl 1.472 -1.301 -4.406
C -2.269 8.030 -2.904
C 5.575 3.467 5.304
H -2.446 -3.938 -0.025
H -4.251 7.851 -3.707
Cl 2.425 1.433 -5.737
Cl 3.070 -2.224 6.498
Cl 0.527 0.051 4.167
Cl -2.991 1.489 -0.870
Cl -1.554 -3.102 -2.043
H 2.517 -0.416 7.912
```